Entry from the Open Molecules 2025 dataset: a cluster of 9 separate species, C17H51FN16O12Si in total (ωB97M-V/def2-TZVPD).

Calculated values
SMILES: C[Si](C)(C)OCCOC(=O)OCCCF.NC(N)=O.NC(N)=O.NC(N)=O.NC(N)=O.NC(N)=O.NC(N)=O.NC(N)=O.NC(N)=O
LUMO energy, eV: 0.373
E_HOMO, eV: -8.8
Frontier orbital gap, eV: 9.22

Positions of all 98 atoms, in Å:
C: -2.340 0.056 2.181
Si: -2.269 -1.851 1.814
C: -3.268 -2.073 0.167
C: -3.135 -2.698 3.292
O: -0.581 -2.227 1.649
C: -0.358 -3.534 1.083
C: 1.163 -3.834 0.673
O: 2.015 -2.660 0.579
C: 1.885 -2.049 -0.711
O: 1.212 -0.984 -0.737
O: 2.436 -2.642 -1.879
C: 2.220 -1.754 -3.032
C: 2.967 -2.257 -4.350
C: 2.559 -3.765 -4.778
F: 1.148 -3.825 -5.091
H: -1.521 0.541 1.553
H: -2.110 0.186 3.292
H: -3.387 0.454 1.980
H: -3.856 -1.119 -0.092
H: -2.505 -2.292 -0.661
H: -4.038 -2.929 0.259
H: -4.154 -2.180 3.466
H: -3.356 -3.810 3.153
H: -2.524 -2.489 4.246
H: -1.030 -3.715 0.167
H: -0.645 -4.314 1.888
H: 1.226 -4.425 -0.315
H: 1.621 -4.526 1.472
H: 2.616 -0.696 -2.802
H: 1.086 -1.698 -3.237
H: 4.112 -2.180 -4.256
H: 2.669 -1.577 -5.229
H: 2.830 -4.505 -3.947
H: 3.150 -4.056 -5.722
C: -0.247 2.262 -2.830
O: -0.681 2.765 -1.803
N: 0.549 1.162 -2.827
N: -0.520 2.759 -4.062
H: 0.915 0.735 -3.658
H: 0.778 0.761 -1.929
H: -1.106 3.576 -4.108
H: -0.173 2.360 -4.915
C: -2.194 -1.495 7.423
O: -2.743 -1.484 6.331
N: -0.849 -1.401 7.567
N: -2.881 -1.601 8.587
H: -0.379 -1.408 8.457
H: -0.302 -1.321 6.725
H: -3.883 -1.672 8.523
H: -2.448 -1.611 9.493
C: -1.905 0.923 -7.253
O: -0.940 1.562 -6.856
N: -2.398 -0.146 -6.583
N: -2.562 1.230 -8.397
H: -3.187 -0.683 -6.891
H: -1.935 -0.405 -5.727
H: -2.225 2.020 -8.923
H: -3.355 0.719 -8.740
C: 1.262 0.077 10.437
O: 0.943 -1.106 10.424
N: 1.506 0.753 11.586
N: 1.397 0.812 9.306
H: 1.768 1.721 11.620
H: 1.416 0.240 12.448
H: 1.224 0.346 8.431
H: 1.657 1.782 9.298
C: -7.042 -1.975 0.531
O: -6.064 -1.357 0.918
N: -7.539 -3.049 1.196
N: -7.718 -1.643 -0.598
H: -8.342 -3.571 0.895
H: -7.064 -3.326 2.039
H: -7.379 -0.851 -1.119
H: -8.524 -2.138 -0.933
C: 2.085 4.523 -6.784
O: 1.967 5.206 -7.793
N: 1.325 3.427 -6.543
N: 2.985 4.795 -5.810
H: 1.412 2.860 -5.722
H: 0.638 3.180 -7.238
H: 3.575 5.599 -5.940
H: 3.092 4.239 -4.978
C: 5.236 3.292 -2.679
O: 4.713 3.296 -3.786
N: 6.576 3.399 -2.500
N: 4.517 3.180 -1.538
H: 7.022 3.397 -1.601
H: 7.144 3.484 -3.327
H: 3.517 3.098 -1.633
H: 4.921 3.174 -0.616
C: 3.755 2.923 2.110
O: 4.796 2.455 1.666
N: 2.626 2.188 2.251
N: 3.643 4.219 2.497
H: 1.763 2.553 2.611
H: 2.670 1.221 1.973
H: 4.461 4.797 2.406
H: 2.799 4.622 2.862

=====

Entry from the Open Molecules 2025 dataset: a cluster of 12 separate species, C17H52FN24O11 in total (ωB97M-V/def2-TZVPD).

Calculated values
LUMO energy, eV: -4.287
E_HOMO, eV: -11.1
Frontier orbital gap, eV: 6.85
Total charge: +1

Positions of all 105 atoms, in Å:
C: -1.445 1.799 2.470
C: -2.150 0.761 3.377
C: -1.470 -0.567 3.359
C: -0.758 -1.043 2.240
C: -0.174 -2.243 2.373
C: -0.266 -2.967 3.566
F: 0.314 -4.131 3.701
N: -0.930 -2.534 4.586
N: -1.485 -1.353 4.412
H: -0.381 1.556 2.387
H: -1.918 1.834 1.485
H: -1.485 2.781 2.936
H: -3.198 0.635 3.090
H: -2.153 1.142 4.407
H: -0.690 -0.459 1.336
H: 0.383 -2.667 1.533
H: -1.991 -0.997 5.219
C: -4.367 2.963 -0.447
O: -3.872 2.220 0.390
N: -5.548 3.606 -0.241
N: -3.773 3.207 -1.651
H: -5.971 4.220 -0.910
H: -6.008 3.451 0.637
H: -2.899 2.750 -1.833
H: -4.160 3.813 -2.348
C: 2.482 1.345 4.190
O: 2.237 1.953 3.160
N: 3.712 1.323 4.765
N: 1.505 0.640 4.843
H: 3.923 0.830 5.611
H: 4.443 1.836 4.304
H: 0.594 0.654 4.427
H: 1.651 0.130 5.694
C: 1.540 -1.841 -1.400
O: 1.309 -1.875 -0.189
N: 2.460 -1.000 -1.933
N: 0.900 -2.639 -2.292
H: 2.669 -0.960 -2.913
H: 2.956 -0.399 -1.302
H: 0.218 -3.278 -1.930
H: 1.077 -2.622 -3.286
C: -1.182 -2.016 -5.597
O: 0.012 -2.161 -5.391
N: -1.683 -1.770 -6.839
N: -2.117 -2.092 -4.597
H: -2.660 -1.649 -7.031
H: -1.020 -1.710 -7.598
H: -1.783 -2.271 -3.668
H: -3.102 -1.974 -4.746
C: 3.999 -3.881 -4.885
O: 5.026 -3.262 -4.672
N: 3.866 -5.210 -4.585
N: 2.894 -3.298 -5.439
H: 3.031 -5.737 -4.754
H: 4.659 -5.668 -4.178
H: 2.957 -2.326 -5.675
H: 2.036 -3.784 -5.623
C: 0.961 -7.294 6.844
O: 1.384 -7.823 7.851
N: 0.377 -8.000 5.828
N: 1.035 -5.938 6.641
H: 0.023 -7.582 4.990
H: 0.308 -8.994 5.944
H: 1.458 -5.392 7.367
H: 0.693 -5.479 5.819
C: -3.302 -6.073 -6.398
O: -3.590 -7.209 -6.715
N: -2.108 -5.492 -6.726
N: -4.153 -5.271 -5.679
H: -1.856 -4.555 -6.473
H: -1.458 -6.047 -7.251
H: -5.040 -5.662 -5.420
H: -3.933 -4.334 -5.407
C: -3.411 4.336 5.250
O: -3.605 4.932 4.211
N: -2.184 4.297 5.861
N: -4.402 3.649 5.904
H: -2.005 3.812 6.719
H: -1.433 4.794 5.413
H: -5.315 3.657 5.488
H: -4.263 3.152 6.763
C: 4.152 5.488 2.039
O: 4.844 6.494 2.007
N: 3.517 5.072 3.167
N: 3.948 4.699 0.940
H: 2.939 4.253 3.210
H: 3.638 5.629 3.993
H: 4.394 4.976 0.087
H: 3.382 3.871 0.953
C: 0.895 8.054 3.183
O: 0.497 6.941 3.498
N: 1.983 8.246 2.384
N: 0.277 9.197 3.610
H: 2.327 9.147 2.116
H: 2.458 7.425 2.055
H: -0.527 9.090 4.199
H: 0.584 10.118 3.367
C: 1.602 -0.884 -8.673
O: 1.175 -2.006 -8.439
N: 2.725 -0.677 -9.414
N: 0.995 0.254 -8.212
H: 3.097 0.230 -9.620
H: 3.197 -1.489 -9.768
H: 0.168 0.145 -7.656
H: 1.336 1.178 -8.397

=====

Entry from the Open Molecules 2025 dataset: a cluster of 9 separate species, C17H52N10O9 in total (ωB97M-V/def2-TZVPD).

Calculated values
Energy relative to the best compared isomer or geometry (same formula, charge and spin), kJ/mol: 1099.9
SMILES: NC(N)=O.NC(N)=O.NC(N)=O.NC(N)=O.NC(N)=O.CC(C)O.CC(C)O.CC(C)O.CC(C)O
LUMO energy, eV: 0.139
E_HOMO, eV: -8.5
Frontier orbital gap, eV: 8.60

Positions of all 88 atoms, in Å:
C: 1.018 1.924 -0.245
O: 2.284 1.584 0.145
N: 0.795 2.433 -1.413
N: -0.040 2.044 0.546
H: 1.392 2.115 -2.189
H: -0.164 2.704 -1.718
H: 0.369 1.983 1.486
H: -0.575 1.145 0.558
C: 2.178 0.171 -2.793
O: 1.311 -0.773 -3.244
N: 3.142 -0.056 -1.959
N: 2.360 1.298 -3.407
H: 3.078 -0.996 -1.544
H: 3.481 0.630 -1.247
H: 1.808 1.504 -4.239
H: 3.129 1.954 -3.147
C: 4.100 -2.662 0.956
O: 3.343 -2.394 -0.200
N: 3.879 -2.033 2.069
N: 5.008 -3.610 0.973
H: 3.193 -1.296 2.014
H: 4.569 -2.051 2.787
H: 5.031 -4.352 0.238
H: 5.576 -3.783 1.820
C: 0.998 0.229 2.928
O: 2.292 0.047 2.402
N: 0.456 1.406 3.153
N: 0.197 -0.771 3.252
H: 1.021 2.218 3.174
H: -0.445 1.340 3.609
H: 0.661 -1.753 3.143
H: -0.580 -0.559 3.933
C: -2.490 2.677 -1.877
O: -3.466 2.269 -2.776
N: -2.423 2.211 -0.618
N: -1.585 3.568 -2.095
H: -3.122 1.563 -0.424
H: -1.529 2.197 -0.061
H: -1.563 3.973 -3.044
H: -1.146 4.111 -1.345
C: 0.707 -0.084 -6.103
C: 0.039 1.230 -5.802
C: -0.960 1.206 -4.606
O: 0.827 2.166 -5.593
H: 0.751 -0.255 -7.177
H: 0.155 -0.894 -5.642
H: 1.753 -0.044 -5.811
H: -0.507 1.584 -6.664
H: -0.428 0.985 -3.668
H: -1.716 0.333 -4.724
H: -1.511 2.086 -4.456
H: 0.445 2.851 -5.045
C: -4.344 1.373 2.780
C: -3.992 2.796 3.318
C: -4.618 3.066 4.668
O: -2.810 3.093 3.382
H: -4.412 0.580 3.518
H: -3.526 1.088 2.090
H: -5.320 1.280 2.250
H: -4.495 3.464 2.600
H: -5.672 3.347 4.451
H: -4.213 3.949 5.209
H: -4.579 2.176 5.339
H: -2.583 3.448 2.530
C: -0.472 -4.120 2.697
C: 1.069 -4.131 2.859
C: 1.866 -4.865 1.699
O: 1.488 -2.995 2.854
H: -0.974 -3.346 3.250
H: -0.892 -5.150 2.681
H: -0.642 -3.720 1.655
H: 1.385 -4.580 3.776
H: 1.799 -4.273 0.780
H: 1.539 -5.874 1.576
H: 2.915 -4.942 1.886
H: 2.450 -3.007 2.732
C: -1.524 -0.490 -1.444
C: -1.049 -1.120 -0.068
C: 0.447 -1.450 -0.118
O: -1.361 -0.443 0.958
H: -1.289 -1.172 -2.278
H: -0.915 0.388 -1.629
H: -2.560 -0.267 -1.474
H: -1.497 -2.119 0.028
H: 0.639 -2.141 -0.934
H: 0.859 -1.842 0.770
H: 1.035 -0.628 -0.417
H: -0.853 -0.744 1.727

=====

Entry from the Open Molecules 2025 dataset: a cluster of 6 separate species, C17H52N5O5 in total (ωB97M-V/def2-TZVPD).

Calculated values
Energy relative to the best compared isomer or geometry (same formula, charge and spin), kJ/mol: 0.0
LUMO energy, eV: -1.819
E_HOMO, eV: -11.3
Frontier orbital gap, eV: 9.45
Total charge: +1

Positions of all 79 atoms, in Å:
N: 0.875 1.512 1.115
H: 1.788 1.025 0.995
H: 0.517 1.786 0.173
H: 0.929 2.377 1.666
H: 0.243 0.850 1.604
C: -0.210 4.079 3.659
O: 0.570 4.030 2.463
H: -1.138 4.640 3.511
H: -0.466 3.061 3.939
H: 0.332 4.571 4.469
H: 0.764 4.932 2.193
C: -1.129 4.478 -1.030
C: -1.101 3.218 -1.881
C: -1.100 3.521 -3.347
O: -1.277 2.284 -4.012
C: -1.371 2.404 -5.426
N: 0.112 2.404 -1.536
H: -1.441 4.275 -0.007
H: -1.727 5.277 -1.466
H: -0.111 4.886 -0.973
H: -1.940 2.551 -1.673
H: -0.128 3.956 -3.639
H: -1.873 4.240 -3.645
H: -0.792 3.260 -5.776
H: -2.414 2.485 -5.738
H: -0.970 1.489 -5.861
H: 0.917 3.006 -1.726
H: 0.169 1.728 -2.303
C: -1.339 -2.720 3.435
C: -1.197 -1.515 2.509
C: -1.955 -0.332 3.065
O: -1.751 0.791 2.229
C: -2.763 1.776 2.383
N: 0.202 -1.152 2.227
H: -1.049 -2.472 4.458
H: -0.737 -3.562 3.089
H: -2.370 -3.087 3.445
H: -1.648 -1.801 1.553
H: -1.622 -0.102 4.090
H: -3.021 -0.582 3.122
H: -2.495 2.615 1.745
H: -2.828 2.105 3.425
H: -3.735 1.378 2.076
H: 0.738 -1.236 3.091
H: 0.624 -1.860 1.626
C: 3.718 -0.629 -1.546
C: 2.959 -1.086 -0.325
C: 3.213 -2.534 0.012
O: 2.287 -2.899 1.031
C: 2.627 -4.095 1.721
N: 3.240 -0.189 0.828
H: 3.500 0.418 -1.740
H: 3.417 -1.235 -2.406
H: 4.791 -0.810 -1.452
H: 1.882 -0.974 -0.488
H: 4.238 -2.732 0.353
H: 3.050 -3.180 -0.864
H: 2.373 -4.969 1.115
H: 2.030 -4.121 2.631
H: 3.689 -4.107 1.974
H: 2.910 -0.665 1.667
H: 4.227 -0.028 1.004
C: -0.193 -1.555 -2.970
C: -0.860 -1.806 -1.629
C: -0.298 -3.030 -0.944
O: -0.669 -4.267 -1.502
C: -2.038 -4.585 -1.357
N: -0.579 -0.669 -0.767
H: 0.859 -1.294 -2.818
H: -0.692 -0.737 -3.495
H: -0.211 -2.442 -3.605
H: -1.936 -1.919 -1.805
H: -0.554 -3.001 0.133
H: 0.793 -2.987 -0.984
H: -2.673 -3.962 -1.995
H: -2.345 -4.454 -0.312
H: -2.148 -5.617 -1.677
H: -0.612 0.231 -1.218
H: -1.077 -0.638 0.111

=====

> What is the LUMO energy in the second record?

-4.287 eV